Record 1
# C39H40AuBrO4Sb2Se2

C39H40AuBrO4Sb2Se2 as an isolated structure (ωB97M-V/def2-TZVPD, OMol25).

Geometry as ORCA input:
```
! wB97M-V def2-TZVPD RIJCOSX def2/J DEFGRID3
* xyz 0 1
Au -2.438 -0.567 0.491
O -6.570 0.930 -2.939
C -6.317 -0.003 -1.887
C -6.108 0.661 -0.523
C -7.370 1.464 -0.140
O -7.586 2.602 -0.944
C -4.918 1.621 -0.478
Se -3.237 0.982 -1.206
C -5.928 -0.415 0.555
Se -4.528 -1.749 0.250
H -5.732 1.333 -3.191
H -5.471 -0.639 -2.145
H -7.206 -0.634 -1.828
H -7.272 1.827 0.887
H -8.232 0.784 -0.171
H -7.600 2.299 -1.863
H -4.726 1.949 0.544
H -5.127 2.522 -1.060
H -6.828 -1.027 0.649
H -5.743 0.051 1.522
C 0.326 -1.834 -2.122
C 1.686 -1.142 -1.930
C 1.621 0.322 -1.454
Sb 2.817 0.715 0.296
C 4.549 -0.315 -0.475
C 4.935 -0.277 -1.815
C 6.080 -0.928 -2.250
C 6.867 -1.633 -1.346
C 6.497 -1.686 -0.012
C 5.345 -1.033 0.414
C 3.531 2.670 -0.217
C 3.721 3.115 -1.522
C 4.248 4.374 -1.777
C 4.595 5.209 -0.724
C 4.408 4.781 0.581
C 3.876 3.522 0.829
Sb -0.105 -3.685 -1.080
C -0.319 -2.796 0.862
C -1.608 -2.762 1.424
C -1.847 -2.089 2.631
C -0.782 -1.507 3.316
C 0.489 -1.560 2.779
C 0.715 -2.196 1.559
C 1.903 -4.351 -0.778
C 2.865 -4.227 -1.778
C 4.164 -4.669 -1.571
C 4.516 -5.249 -0.360
C 3.562 -5.396 0.636
C 2.263 -4.952 0.426
H 0.167 -2.080 -3.174
H -0.504 -1.178 -1.845
H 2.195 -1.160 -2.896
H 2.335 -1.735 -1.283
H 0.610 0.632 -1.207
H 1.979 0.994 -2.234
H 4.342 0.274 -2.536
H 6.365 -0.881 -3.294
H 7.763 -2.138 -1.684
H 7.103 -2.235 0.698
H 5.068 -1.086 1.463
H 3.458 2.485 -2.362
H 4.388 4.704 -2.799
H 5.009 6.190 -0.922
H 4.669 5.431 1.407
H 3.721 3.207 1.855
H -2.424 -3.324 0.961
H -2.844 -2.095 3.054
H -0.953 -1.008 4.262
H 1.316 -1.086 3.292
H 1.722 -2.221 1.158
H 2.613 -3.765 -2.726
H 4.906 -4.544 -2.349
H 5.533 -5.579 -0.193
H 3.829 -5.853 1.581
H 1.531 -5.067 1.219
Br -5.616 4.367 3.565
C -4.053 3.570 2.854
C -3.302 4.259 1.914
C -2.175 3.656 1.376
C -1.818 2.365 1.746
C -2.570 1.703 2.709
C -3.688 2.302 3.275
C -0.625 1.722 1.080
O 0.355 2.390 0.802
O -0.685 0.433 0.846
H -3.596 5.253 1.607
H -1.568 4.176 0.647
H -2.270 0.719 3.037
H -4.268 1.791 4.031
*
```

Values from the calculation:
HOMO level: -8.09 eV
ΔE to the lowest compared entry with this formula, charge and spin: 13.6 kJ/mol

---

Record 2
# C15H40NaO5

C15H40NaO5 as an isolated structure in a non-equilibrium geometry (ωB97M-V/def2-TZVPD, OMol25).

Geometry as ORCA input:
```
! wB97M-V def2-TZVPD RIJCOSX def2/J DEFGRID3
* xyz 1 1
Na -11.660 9.436 -1.961
C -14.594 8.456 1.699
C -13.152 9.090 1.604
C -12.320 8.421 2.641
O -12.589 8.567 0.450
H -15.135 8.771 0.807
H -14.980 8.853 2.638
H -14.577 7.371 1.800
H -12.980 10.160 1.714
H -12.646 8.647 3.656
H -11.234 8.507 2.634
H -12.450 7.339 2.641
H -12.841 7.671 0.215
C -13.850 11.528 -1.474
C -14.700 10.226 -1.870
C -15.617 10.620 -3.073
O -13.926 9.106 -2.193
H -12.903 11.564 -2.013
H -13.318 11.624 -0.527
H -14.462 12.429 -1.501
H -15.488 9.909 -1.187
H -15.999 9.656 -3.411
H -15.093 10.962 -3.965
H -16.328 11.411 -2.835
H -14.303 8.361 -1.718
C -10.256 6.278 -3.498
C -11.660 6.592 -3.016
C -12.634 5.383 -3.070
O -11.645 6.961 -1.689
H -9.474 6.957 -3.158
H -10.215 6.173 -4.582
H -10.084 5.290 -3.073
H -12.120 7.343 -3.658
H -13.470 5.616 -2.410
H -12.189 4.484 -2.644
H -12.970 5.067 -4.058
H -11.403 6.159 -1.221
C -9.522 9.906 -5.603
C -10.976 10.326 -5.612
C -11.860 9.148 -6.091
O -11.361 10.713 -4.236
H -9.408 9.626 -6.650
H -9.252 9.093 -4.929
H -8.882 10.758 -5.373
H -11.027 11.198 -6.264
H -11.731 8.157 -5.656
H -12.049 9.106 -7.164
H -12.866 9.495 -5.854
H -11.555 11.653 -4.205
C -9.264 8.064 0.468
C -8.784 9.526 0.221
C -7.545 9.601 -0.652
O -9.747 10.221 -0.543
H -8.503 7.457 0.959
H -9.497 7.604 -0.492
H -10.210 7.820 0.951
H -8.409 9.954 1.151
H -7.497 8.999 -1.559
H -6.653 9.374 -0.067
H -7.308 10.578 -1.074
H -9.474 11.136 -0.643
*
```

Values from the calculation:
HOMO level: -12.71 eV
ΔE to the lowest compared entry with this formula, charge and spin: 291.5 kJ/mol

---

Record 3
# C3H7N3O

A 2-piece molecular cluster, C3H7N3O overall in a non-equilibrium geometry (ωB97M-V/def2-TZVPD, OMol25).

Geometry as ORCA input:
```
! wB97M-V def2-TZVPD RIJCOSX def2/J DEFGRID3
* xyz 2 1
C 0.961 -0.141 -1.263
C -0.663 0.685 0.333
C 1.666 -0.725 -2.277
N 0.130 0.408 -0.636
N -0.198 -0.567 1.939
N -1.625 1.502 0.476
O -1.187 -0.425 2.752
H 1.255 -0.797 -3.237
H 1.849 -1.778 -1.959
H 2.758 -0.319 -2.130
H 0.711 -0.195 2.323
H -1.930 2.143 -0.294
H -2.030 1.464 1.390
H -1.696 -1.255 2.584
*
```

Values from the calculation:
HOMO level (alpha / beta): -19.14 / -19.14 eV
ΔE to the lowest compared entry with this formula, charge and spin: 611.8 kJ/mol

---

Record 4
# C19H39O3P3PtS

C19H39O3P3PtS as an isolated structure in a non-equilibrium geometry (ωB97M-V/def2-TZVPD, OMol25).

Geometry as ORCA input:
```
! wB97M-V def2-TZVPD RIJCOSX def2/J DEFGRID3
* xyz 4 5
P 2.788 -0.315 0.051
C 3.602 -0.569 1.665
H 4.694 -0.541 1.497
H 3.297 -1.546 2.061
H 3.314 0.206 2.388
C 3.264 -1.838 -0.795
H 3.074 -1.774 -1.864
H 2.642 -2.636 -0.374
H 4.322 -2.057 -0.609
C 3.910 0.935 -0.664
H 4.936 0.543 -0.704
H 3.889 1.844 -0.045
H 3.559 1.187 -1.671
P -0.854 3.069 -0.515
C -0.910 4.036 1.028
H -1.368 5.012 0.812
H 0.093 4.197 1.440
H -1.529 3.516 1.771
C 0.172 4.054 -1.621
H 0.125 3.676 -2.645
H 1.212 4.029 -1.283
H -0.175 5.092 -1.593
C -2.554 3.143 -1.134
H -2.798 4.188 -1.369
H -3.254 2.786 -0.365
H -2.656 2.534 -2.040
P -2.271 -1.765 0.152
C -3.182 -2.164 1.672
H -3.801 -3.047 1.451
H -3.800 -1.309 1.974
H -2.496 -2.402 2.498
C -3.621 -1.629 -1.044
H -4.335 -2.443 -0.841
H -3.250 -1.675 -2.073
H -4.112 -0.662 -0.887
C -1.428 -3.328 -0.260
H -2.194 -4.100 -0.432
H -0.765 -3.643 0.557
H -0.830 -3.193 -1.171
Pt 0.054 0.821 -0.620
C 1.114 1.511 0.804
O 1.559 2.109 1.703
C -1.515 0.337 0.534
O -2.144 0.774 1.456
C -1.374 0.022 -3.019
C -0.718 -1.204 -2.881
C 0.665 -1.242 -2.787
C 1.423 -0.091 -2.983
C 0.769 1.151 -3.108
C -0.632 1.193 -3.207
H -2.451 0.053 -3.144
H -1.274 -2.133 -2.951
H 1.161 -2.214 -2.722
H 2.488 -0.132 -3.151
H 1.365 2.029 -3.331
H -1.140 2.090 -3.536
C -0.008 -0.233 3.954
S -0.186 -1.814 3.091
C 0.680 -3.053 4.034
O 0.698 -1.666 1.875
H 1.010 -0.255 4.350
H -0.729 -0.080 4.792
H -0.128 0.517 3.163
H 0.051 -3.402 4.871
H 0.957 -3.909 3.396
H 1.595 -2.587 4.403
*
```

Values from the calculation:
HOMO level (alpha / beta): -19.06 / -21.00 eV
ΔE to the lowest compared entry with this formula, charge and spin: 19.2 kJ/mol
⟨S²⟩: 6.029